C22H66O22 | ωB97M-V/def2-TZVPD

The geometry in XYZ format:
```
110
Properties=species:S:1:pos:R:3:forces:R:3:mulliken_charge:R:1
O 3.719758 -3.861742 4.427738 0.4236 0.1297 1.1661 -0.5298
O 2.980018 -5.163202 -7.626702 0.5173 -0.0160 -0.7125 -0.5340
O -0.719212 7.637678 -4.984952 -0.3641 -0.1634 0.3878 -0.5138
O 0.617378 1.742858 7.840968 -0.4508 -0.0682 -0.6265 -0.5088
O -1.911162 0.946758 -6.433122 -1.1374 1.9731 0.3208 -0.5206
O -2.130272 -0.263032 -0.403662 1.1852 0.0314 -0.6777 -0.5440
O 7.071668 6.155388 -4.157702 -0.3772 -0.0086 1.3237 -0.5497
O 3.990908 6.998108 4.420428 0.6450 1.2237 1.6262 -0.5173
O -9.121442 0.680648 5.451998 -1.1904 -0.4924 0.9937 -0.5014
O -7.034612 -0.205982 3.632608 0.8926 -0.4257 -0.5702 -0.4859
O 0.210468 -0.623252 -9.133322 -1.0110 0.9226 1.0194 -0.4959
O -0.237362 1.420478 11.376968 -0.2630 0.0171 0.7922 -0.4979
O 2.502978 -5.214722 -4.774172 -0.0362 0.0509 0.7249 -0.5237
O 1.808278 -7.206542 0.360078 0.5903 0.2675 -0.0319 -0.4753
O 0.224378 1.329218 0.223248 0.1958 -0.2227 -0.2075 -0.5055
O -7.231222 -4.198942 -5.348692 -1.5259 -0.9568 -1.8741 -0.5126
O -1.657602 5.957778 -2.793322 -1.3997 -0.1652 0.7385 -0.5216
O 4.442838 -8.012242 1.364478 1.1003 -0.2337 -0.3515 -0.5148
O 1.510088 6.122998 5.694588 -0.0438 -0.7511 1.4144 -0.5185
O 1.261738 -4.713652 5.237758 0.2406 -0.0206 0.8906 -0.5156
O -8.260962 -1.369132 -4.523532 -0.3218 0.1816 -0.1429 -0.5241
O 7.401468 3.878288 -2.592412 -0.6589 -0.5643 0.4379 -0.5051
C 2.731778 -6.308592 -5.633422 -0.3796 0.0109 0.0484 -0.4465
C 0.646488 1.315978 9.181768 -0.9080 0.3056 0.1515 -0.3152
C -7.764182 0.922368 5.569968 2.4646 0.6990 -0.6752 -0.4410
C 2.419738 -8.474002 0.356098 -1.4154 -1.9953 -0.3783 -0.4428
C 3.069578 6.086648 3.965518 -1.1393 -0.8079 -2.1607 -0.4158
C -1.084882 8.180408 -3.714162 1.5311 -0.8781 0.7971 -0.2713
C -7.879842 -2.470952 -3.717892 1.0401 0.0193 -1.2725 -0.3311
C -0.907242 7.125578 -2.584452 0.1839 0.0223 -1.5457 -0.4875
C -0.678362 0.354988 -8.520422 -0.2807 0.9348 0.7904 -0.3660
C 6.046858 5.764158 -3.178032 -0.1568 -0.3731 -1.9415 -0.3462
C 2.341308 -4.661932 6.179148 -0.3012 -0.5730 0.0502 -0.4496
C -6.912272 -0.232592 5.029088 -2.1411 0.3744 1.2773 -0.3744
C 1.608848 6.338998 4.322878 0.5135 1.1160 0.1561 -0.3890
C -6.753282 -3.287482 -4.444042 -0.3085 0.6320 2.2961 -0.4344
C -0.966682 0.157068 -6.999072 1.7477 -3.6918 -1.1973 -0.3850
C 2.065068 -6.042162 -6.980702 1.0453 -0.1065 0.4448 -0.2355
C -0.353902 2.057088 10.145208 1.7841 0.1512 -1.7475 -0.3467
C 0.013318 0.037128 0.790478 -0.1188 0.2854 -0.2560 -0.2993
C 6.066128 4.254138 -2.963092 1.4747 0.9064 0.7360 -0.3456
C -0.806842 -0.851372 -0.174652 -0.6841 1.0085 0.9586 -0.3245
C 3.896208 -8.484672 0.123948 -0.3338 1.0718 1.5604 -0.3415
C 3.254358 -3.591642 5.788098 0.4846 2.0255 -1.4466 -0.3206
H -7.368702 1.116138 6.567038 -1.1347 -0.0184 0.4996 0.3335
H -0.014182 0.120628 -6.470372 0.4789 0.8218 0.0411 0.2906
H 4.043378 -3.307322 6.484308 0.4630 -0.8977 0.0581 0.4041
H -7.984062 -0.179492 3.493198 0.0988 -0.1820 -0.4768 0.2505
H -2.779832 -0.476412 0.270228 0.3863 -0.3023 0.2940 0.3046
H 0.410178 0.252968 9.134098 0.0282 0.0055 0.2097 0.2844
H 4.644138 -3.603752 4.451468 0.0915 -0.1198 -0.4679 0.2848
H 4.315808 -9.467372 -0.091322 -0.1345 0.0859 0.0973 0.3167
H -9.386462 0.534668 4.540938 0.0919 0.2427 -0.0098 0.2989
H 3.143338 6.194198 2.883348 -0.4786 -0.6503 -0.5333 0.3133
H 0.065838 3.062868 10.162898 -0.0963 0.4101 0.3375 0.2635
H -0.229322 -0.811832 -1.098232 -0.5264 -0.0700 -0.2923 0.2076
H 2.146328 -8.960932 1.292178 0.4635 0.2686 0.3276 0.2743
H 2.160098 -6.770862 -0.419672 -0.2681 0.4258 -0.1948 0.3119
H -2.086552 8.610048 -3.701212 -0.0592 -0.1085 -0.0356 0.2940
H 2.874238 -5.611992 6.140848 0.0354 -0.2004 0.3360 0.2515
H -0.263532 1.362538 -8.549742 0.5209 0.1039 -0.3451 0.2494
H 0.097898 6.725148 -2.452272 0.6377 0.9347 -0.2941 0.3090
H 1.731588 -4.877272 4.416748 -0.2205 -0.0104 -0.4532 0.3304
H 1.013568 -0.367032 0.946238 -0.0494 -0.2363 -0.0712 0.2634
H -8.734912 -3.102722 -3.477432 -0.0016 -0.2116 0.0232 0.2642
H 4.154968 -7.104742 1.487618 -0.1235 0.0838 0.0233 0.3254
H 2.000378 -7.018182 -7.461642 0.0412 0.1396 -0.7225 0.2330
H 5.071938 6.014338 -3.596432 -0.2130 0.2363 0.0495 0.2687
H -1.488132 5.587398 -3.662642 0.2338 0.2877 -0.1396 0.3177
H 0.637118 6.270898 6.065608 -0.0973 0.1323 -0.3714 0.2882
H -2.157572 0.504388 -5.617532 -0.2217 0.3177 0.0637 0.3298
H 3.806998 -6.451442 -5.741122 0.1234 0.1358 -0.6511 0.2914
H -8.371672 -1.689152 -5.421832 -0.1770 -0.0268 -0.1326 0.3068
H -0.424032 0.208568 1.774068 -0.3826 -0.5351 0.1120 0.2705
H -0.010512 -0.507482 -10.060342 0.3297 -0.3290 -0.1846 0.3157
H 1.931488 -9.146332 -0.349382 -0.1945 0.1096 -0.7162 0.3038
H 2.029948 -4.436452 7.199108 -0.6369 -0.3399 -0.1085 0.3179
H 5.411878 4.070898 -2.110752 0.0397 -0.4310 -0.0361 0.2706
H -0.769222 8.345048 -5.632042 -0.0189 -0.0284 -0.0792 0.2922
H 4.118168 -7.784152 -0.681092 0.3106 -0.0602 -0.3403 0.2422
H 3.296558 5.051808 4.221778 0.1127 -0.0914 0.2418 0.3053
H -1.371002 2.180978 9.773398 -0.1442 -0.5912 -0.0935 0.2811
H -1.591492 0.450858 -9.107872 -0.3266 -0.4149 0.2238 0.3045
H 6.862228 5.770048 -5.011662 -0.2675 -0.0675 -0.0178 0.3088
H 1.076668 -5.583092 -6.960572 -0.0328 -0.2253 0.5510 0.2624
H 3.161378 -4.548372 -4.984162 -0.0223 0.0767 -0.0205 0.3015
H -6.088992 -2.595272 -4.961412 0.3381 0.2073 0.5860 0.3547
H 5.749508 3.671318 -3.828062 -0.2228 0.1656 -0.1575 0.2779
H -7.536972 1.816028 4.988718 0.3500 0.2376 -0.0613 0.2780
H -1.286892 -0.866262 -6.803212 -0.0903 -0.6509 -0.7104 0.2780
H -0.325472 8.908218 -3.428362 -0.2030 0.6677 -0.0875 0.2697
H -5.925862 -0.294872 5.488688 0.2870 0.3408 -0.9406 0.3774
H -6.560192 -4.375982 -6.012002 -0.0804 -0.0318 0.0239 0.3198
H -0.165652 2.109328 12.041758 -0.0546 -0.2177 0.2307 0.3129
H -0.927782 -1.888012 0.139768 0.2294 0.0252 0.1880 0.3161
H 4.873618 6.634238 4.320278 -0.0625 -0.0050 0.0299 0.3196
H 2.447458 -7.255112 -5.173672 -0.7702 0.1972 0.2550 0.3443
H 0.928888 5.734298 3.722818 0.2371 -0.5193 -0.0511 0.3171
H 1.656968 1.447468 9.568718 -0.0052 -0.1006 0.3904 0.2497
H -1.150862 7.681638 -1.679162 -0.5383 -0.5741 0.2611 0.3113
H 2.728288 -2.639062 5.725398 -0.5877 0.0022 -0.0450 0.2275
H -0.632182 1.677998 -0.034152 -0.2338 0.0166 -0.0517 0.3112
H 2.635958 -4.301052 -7.871502 -0.4924 -0.2535 0.0944 0.3063
H -7.495362 -1.998982 -2.813722 0.1498 -0.3897 0.0964 0.2841
H 1.307308 7.368228 4.128278 0.2959 0.3360 -0.3423 0.2972
H 6.163578 6.335368 -2.257052 0.5161 -0.1458 -0.1880 0.2858
H -7.487142 -1.060292 5.444458 0.2902 -0.7782 -0.0423 0.2642
H -6.310832 -3.914662 -3.670092 0.8881 0.5768 0.3981 0.2729
H 0.710418 2.691848 7.729748 0.1288 0.0970 0.3387 0.2767
H 8.026948 4.258618 -3.213472 -0.1415 0.2802 -0.2032 0.3347
```
Positions in Å, forces in eV/Å.

Computed properties:
SMILES string = OCCO.OCCO.OCCO.OCCO.OCCO.OCCO.OCCO.OCCO.OCCO.OCCO.OCCO
HOMO-LUMO gap = 10.1438 eV
HOMO = -0.3655 hartree
energy relative to the best compared isomer or geometry (same formula, charge and spin) = 132.7 kcal per mole
electronic energy = -2532.73591 a.u.